Record 1
Entry from the Open Molecules 2025 dataset: one molecule with the formula C7H15N2PS in a non-equilibrium geometry (the ωB97M-V functional and the def2-TZVPD basis).

Each line ends with the Löwdin charge.
Element x y z (Å)
N1 0.3059 -0.7714 2.8950  -0.116
P1 1.1374 -0.4040 1.5070  0.432
N2 1.5277 1.1948 1.8214  -0.153
S1 3.0717 -1.6471 1.3669  -0.122
C1 0.0553 -0.2301 0.1040  -0.542
C2 -0.4732 -1.5247 -0.6158  -0.175
C3 -1.3407 -0.9394 -1.7017  -0.150
C4 -1.5394 0.5990 -1.3262  -0.283
C5 -0.2556 1.2833 -1.8615  -0.156
C6 0.7874 0.6300 -0.9543  -0.181
C7 -1.2625 0.5903 0.1673  -0.136
H1 -0.0938 -1.6564 2.9187  0.024
H2 0.9458 -0.7009 3.7115  0.074
H3 1.6728 1.1676 2.8731  0.065
H4 2.5146 1.4997 1.5164  0.096
H5 -1.0310 -2.1802 0.1881  0.143
H6 0.3564 -2.1763 -0.8854  0.100
H7 -0.8526 -0.9371 -2.7534  0.135
H8 -2.2829 -1.5246 -1.8231  0.112
H9 -2.5031 1.1530 -1.6830  0.168
H10 -0.3407 2.4018 -1.6785  0.127
H11 -0.1802 1.2611 -2.9690  0.116
H12 1.5705 -0.1140 -1.4480  0.165
H13 1.2973 1.3696 -0.5476  0.030
H14 -1.0322 1.5711 0.4319  0.094
H15 -2.0548 0.0849 0.7464  0.132

Properties
E ... -30606.2016 eV
LUMO level ... 0.0236 Ha
ΔE to the lowest compared entry with this formula, charge and spin ... 21.1 kcal/mol
HOMO energy ... -7.857 eV
SMILES string ... NP(N)(=S)[C@]12CC[C@H](CC1)C2

---

Record 2
Entry from the Open Molecules 2025 dataset: a 2-piece molecular cluster, C5H11O2 overall (the ωB97M-V functional and the def2-TZVPD basis).

Each line ends with the Mulliken spin population.
Element x y z (Å)
O1 -0.2782 -2.4397 0.0373  0.027
C1 0.8288 -2.1457 0.3925  -0.002
O2 1.4125 -0.9816 0.2743  0.907
H1 1.5053 -2.8609 0.9064  0.052
C2 -0.2107 1.5268 1.7351  -0.005
C3 -0.4520 0.6515 -2.0500  0.001
C4 -0.1515 1.4736 -0.7916  -0.005
C5 -0.9119 1.0318 0.4687  0.011
H2 0.5418 0.8302 2.1010  0.001
H3 -0.8898 1.7578 2.5550  0.000
H4 0.3191 2.4554 1.5021  0.000
H5 0.3744 0.6691 -2.7585  -0.001
H6 -1.3563 1.0062 -2.5407  0.000
H7 -0.6146 -0.3873 -1.7519  0.003
H8 -0.3929 2.5231 -0.9913  -0.001
H9 0.9207 1.4639 -0.5749  0.005
H10 -1.9286 1.4270 0.4266  0.000
H11 -0.9797 -0.0591 0.4383  0.006

Properties
Multiplicity ... 2
E ... -9455.9587 eV
LUMO level (alpha / beta) ... 0.0334 / -0.1279 Ha
ΔE to the lowest compared entry with this formula, charge and spin ... 11.3 kcal/mol
HOMO energy (alpha / beta) ... -11.013 / -10.992 eV
<S²> ... 0.754

---

Record 3
Entry from the Open Molecules 2025 dataset: C26H43BrN6O5S2 as an isolated structure in a non-equilibrium geometry (the ωB97M-V functional and the def2-TZVPD basis).

Each line ends with the Löwdin charge.
Element x y z (Å)
C1 3.2875 0.4310 1.1193  -0.008
C2 2.8154 1.9478 0.7939  -0.378
O1 3.5855 2.5965 0.0107  -0.037
N1 1.5873 2.5424 1.3750  0.019
C3 0.8672 3.3110 0.3064  -0.208
C4 -0.7422 3.3479 0.4892  -0.164
C5 -1.3890 3.3739 -0.9778  -0.204
C6 -2.6957 2.4735 -1.1973  -0.176
C7 -2.7294 1.0791 -0.4371  -0.116
C8 -4.1217 0.6898 0.2516  0.046
C9 -4.3714 -0.5982 1.0561  -0.124
C10 -5.8280 -0.9185 1.6926  -0.117
C11 -6.5976 -1.8882 0.6298  -0.703
O2 -6.0034 -2.8737 0.1066  -0.050
Br1 -8.4755 -1.5979 0.0463  0.619
C12 -3.2052 -1.6219 1.2686  -0.255
N2 -3.3008 -2.8378 2.0331  -0.249
S1 -1.7139 -3.4450 1.8775  0.907
N3 -0.8932 -2.3142 0.8751  -0.246
C13 -1.8244 -1.2401 0.5591  -0.172
C14 -1.5686 0.0728 -0.2943  -0.075
C15 -0.1555 0.3488 -0.9814  -0.158
C16 0.2750 -1.0374 -1.7447  -0.238
C17 -0.9073 -1.5838 -2.6897  -0.507
S2 -1.7038 -0.2248 -3.7290  0.653
H1 2.6070 -0.3493 0.6248  0.078
H2 3.3413 0.2299 2.2465  0.080
H3 4.3586 0.2630 0.7129  0.094
H4 1.0077 1.7844 1.7785  0.091
H5 1.2588 4.4015 0.2612  0.134
H6 1.1661 2.8400 -0.7031  0.100
H7 -1.1483 2.5558 1.2024  0.106
H8 -0.9678 4.3716 0.9867  0.111
H9 -0.6409 3.1464 -1.8336  0.107
H10 -1.7126 4.4717 -1.1733  0.117
H11 -2.7604 2.2386 -2.3314  0.101
H12 -3.6244 3.1246 -0.9793  0.115
H13 -5.0101 1.4185 0.1269  0.109
H14 -5.7372 -1.5446 2.6514  0.127
H15 -6.4726 0.0154 1.8136  0.105
H16 -0.1540 1.1502 -1.7899  0.075
H17 0.6424 0.5098 -0.1723  0.094
H18 0.7100 -1.8186 -1.0314  0.086
H19 1.1291 -0.7142 -2.4610  0.114
H20 -1.7315 -2.1052 -2.0798  0.074
H21 -0.4741 -2.3725 -3.4188  0.081
H22 -3.0881 -0.3513 -3.6577  -0.130
C18 -0.2620 0.2692 6.1716  -0.011
C19 0.4281 0.7717 4.9317  -0.549
O3 0.9573 0.0145 4.1264  0.018
N4 0.4518 2.1158 4.7197  0.007
C20 -0.1124 3.1594 5.5477  -0.076
H23 -0.2014 -0.8185 6.2070  0.084
H24 0.2274 0.6726 7.0606  0.085
H25 -1.3153 0.5572 6.1552  0.085
H26 0.9314 2.3807 3.8694  0.110
H27 -0.8384 3.7159 4.9518  0.082
H28 0.6932 3.8307 5.8507  0.085
H29 -0.6035 2.7634 6.4349  0.074
C21 4.0455 2.6255 -2.8538  -0.009
C22 2.9938 2.4086 -3.9084  -0.536
O4 1.9150 1.8822 -3.6562  0.012
N5 3.2723 2.8193 -5.1774  0.000
C23 4.4778 3.4541 -5.6630  -0.084
H30 3.6819 2.2494 -1.8973  0.042
H31 4.9564 2.0828 -3.1172  0.090
H32 4.2560 3.6921 -2.7499  0.093
H33 2.5230 2.6429 -5.8325  0.139
H34 4.2093 4.4250 -6.0842  0.081
H35 4.9039 2.8271 -6.4487  0.082
H36 5.2162 3.5956 -4.8758  0.074
C24 -0.0530 -5.9089 -0.8381  -0.015
C25 1.3685 -5.4561 -1.0415  -0.546
O5 1.6426 -4.3724 -1.5407  0.022
N6 2.3642 -6.2988 -0.6484  0.001
C26 2.2369 -7.6074 -0.0448  -0.082
H37 -0.7361 -5.1386 -1.1963  0.077
H38 -0.2373 -6.8251 -1.4033  0.086
H39 -0.2431 -6.0736 0.2246  0.072
H40 3.2914 -5.9325 -0.8138  0.140
H41 2.7321 -7.5869 0.9279  0.082
H42 2.7387 -8.3329 -0.6881  0.082
H43 1.1974 -7.9025 0.0872  0.074

Properties
E ... -138544.7297 eV
LUMO level ... -0.0352 Ha
HOMO energy ... -8.126 eV

---

Record 4
Entry from the Open Molecules 2025 dataset: one molecule with the formula C6H8IN5O3 in a non-equilibrium geometry (the ωB97M-V functional and the def2-TZVPD basis).

Each line ends with the Löwdin charge.
Element x y z (Å)
N1 -2.0157 2.4136 1.4556  0.146
C1 -1.6029 1.2281 0.9702  -0.438
N2 -0.4884 1.1698 0.3270  0.147
C2 -0.1234 -0.1282 -0.0730  -0.243
C3 -0.8489 -1.2446 0.2068  -0.138
C4 -2.1163 -1.2369 0.8358  -0.428
O1 -2.9584 -2.0831 1.0148  0.078
N3 -2.4417 0.1090 1.1225  0.177
N4 -0.1606 -2.3725 -0.3135  0.097
C5 1.0144 -1.7674 -1.0772  -0.216
N5 0.8402 -0.3626 -1.1370  0.024
C6 2.3193 0.6353 -0.9333  -0.812
O2 2.0659 1.9362 -0.8524  0.005
O3 3.1799 0.2328 -1.9128  -0.033
I1 3.1820 -0.1171 1.0179  0.772
H1 -1.1445 2.9207 1.5773  0.112
H2 -2.8993 2.7007 1.8888  0.124
H3 -3.2782 0.3063 1.7455  0.183
H4 -0.6159 -3.0836 -0.6915  0.058
H5 1.8865 -1.9670 -0.4606  0.028
H6 1.1176 -2.1203 -2.1486  0.143
H7 1.2000 1.9641 -0.3999  0.073
H8 3.8886 0.8666 -2.1624  0.140

Properties
E ... -28044.0867 eV
LUMO level ... 0.0081 Ha
ΔE to the lowest compared entry with this formula, charge and spin ... 29.3 kcal/mol
HOMO energy ... -7.358 eV
SMILES string ... Nc1nc2c(c(=O)[nH]1)NCN2C(O)(O)I

---

Record 5
Entry from the Open Molecules 2025 dataset: one molecule with the formula C4H6N2 (the ωB97M-V functional and the def2-TZVPD basis).

Each line ends with the Löwdin charge.
Element x y z (Å)
N1 -1.9714 0.1953 -0.2569  0.101
C1 -0.6145 0.0338 -0.0754  -0.374
C2 0.3426 0.9906 -0.0703  -0.090
N2 1.6025 0.2807 0.0673  -0.057
C3 1.3524 -1.2471 0.3615  -0.059
C4 0.0146 -1.2748 0.1200  -0.166
H1 -2.3546 1.0952 -0.0034  0.095
H2 -2.5302 -0.5719 0.0873  0.090
H3 0.2986 2.0640 -0.1840  0.100
H4 2.3064 0.7179 0.6591  0.146
H5 2.0590 0.0762 -0.8292  0.139
H6 -0.5500 -2.2008 0.0560  0.076

Properties
E ... -7222.1222 eV
LUMO level ... 0.0314 Ha
ΔE to the lowest compared entry with this formula, charge and spin ... 80.0 kcal/mol
HOMO energy ... -7.978 eV

---

Record 6
Entry from the Open Molecules 2025 dataset: a 2-piece molecular cluster, C3H3Cl2I overall in a non-equilibrium geometry (the ωB97M-V functional and the def2-TZVPD basis).

Each line ends with the Löwdin charge.
Element x y z (Å)
C1 0.5995 -0.1807 0.4762  -0.106
C2 1.4800 -0.4873 -0.4471  -1.180
C3 -1.6479 0.2099 0.1338  -0.560
Cl1 3.2127 -0.2749 -0.1434  0.561
Cl2 1.1124 -1.1215 -2.0518  0.570
I1 -1.7650 2.2813 0.1718  0.769
H1 0.6751 0.1919 1.4371  0.018
H2 -2.0284 -0.2730 1.0998  0.029
H3 -1.6383 -0.3457 -0.6764  -0.101

Properties
E ... -36300.9787 eV
LUMO level (alpha / beta) ... -0.0173 / -0.0173 Ha
ΔE to the lowest compared entry with this formula, charge and spin ... 42.4 kcal/mol
HOMO energy (alpha / beta) ... -9.148 / -9.149 eV